119
Properties=species:S:1:pos:R:3:lowdin_spin:R:1 method="wB97M-V/def2-TZVPD" energy_ev=-96391.668 spin_multiplicity=4
C -0.626 -0.409 4.661 0.000
C -1.819 0.558 4.185 0.000
C -2.932 -0.382 3.452 0.000
C -4.403 -0.045 3.999 0.000
P -4.670 -0.436 5.844 0.000
C -3.411 -0.174 7.227 0.000
N -6.377 -0.885 6.310 0.000
C -6.510 -0.859 7.598 0.000
S -6.386 -1.358 9.189 0.000
P -5.277 1.687 6.096 0.000
O -6.841 1.899 5.399 0.000
O -5.260 2.147 7.748 0.000
P -4.218 -2.577 5.615 0.000
O -2.733 -2.938 5.657 0.000
O -4.768 -3.019 4.029 0.000
O -5.126 -3.597 6.679 0.000
H -0.510 -1.345 4.016 0.000
H 0.350 0.201 4.737 0.000
H -0.838 -0.776 5.722 0.000
H -2.292 1.159 5.046 0.000
H -1.366 1.268 3.397 0.000
H -2.656 -1.484 3.466 0.000
H -2.913 -0.043 2.348 0.000
H -5.248 -0.513 3.367 0.000
H -4.540 1.094 3.865 0.000
H -2.480 -0.826 7.169 0.000
H -3.039 0.916 7.128 0.000
H -3.832 -0.265 8.282 0.000
H -7.041 1.179 4.757 0.000
H -5.837 2.917 7.932 0.000
H -5.741 -2.830 3.986 0.000
H -5.955 -3.762 6.162 0.000
C 3.016 2.864 -0.390 0.002
C 1.561 2.511 0.021 0.024
C 0.710 2.247 -1.236 0.013
C 0.341 3.513 -2.002 0.001
C -0.298 4.541 -1.077 0.013
C 0.554 4.843 0.174 0.024
N 1.005 3.604 0.875 0.328
O -0.060 3.097 1.543 0.587
C 1.779 5.699 -0.227 0.001
C -0.257 5.783 1.101 -0.001
C 1.705 1.172 0.791 -0.001
H 3.641 1.972 -0.489 0.000
H 3.073 3.368 -1.356 0.000
H 3.503 3.494 0.360 0.001
H -0.218 1.736 -0.954 0.003
H 1.240 1.564 -1.910 0.001
H 1.222 3.936 -2.495 0.000
H -0.361 3.261 -2.804 0.001
H -0.482 5.463 -1.638 0.001
H -1.284 4.169 -0.774 0.003
H 2.450 5.847 0.624 0.001
H 1.465 6.691 -0.567 0.000
H 2.356 5.281 -1.049 0.000
H -1.229 5.366 1.378 -0.001
H -0.462 6.736 0.606 0.000
H 0.296 6.003 2.020 0.000
H 2.300 1.302 1.701 0.000
H 2.206 0.422 0.172 0.000
H 0.740 0.741 1.069 -0.001
C 5.529 -0.547 -6.244 0.002
C 5.229 0.352 -5.015 0.023
C 6.529 0.615 -4.225 0.013
C 7.005 -0.586 -3.416 0.001
C 5.888 -1.124 -2.529 0.013
C 4.589 -1.424 -3.305 0.024
N 4.164 -0.287 -4.181 0.328
O 3.635 0.680 -3.382 0.588
C 4.777 -2.703 -4.154 0.001
C 3.494 -1.826 -2.286 -0.001
C 4.768 1.696 -5.636 -0.001
H 5.810 0.045 -7.120 0.000
H 6.360 -1.234 -6.076 0.000
H 4.652 -1.129 -6.540 0.001
H 6.380 1.455 -3.536 0.003
H 7.327 0.923 -4.910 0.001
H 7.379 -1.373 -4.078 0.000
H 7.853 -0.288 -2.791 0.001
H 6.240 -2.027 -2.020 0.001
H 5.689 -0.389 -1.739 0.003
H 3.904 -2.886 -4.788 0.001
H 4.899 -3.581 -3.513 0.000
H 5.660 -2.683 -4.788 0.000
H 3.328 -1.061 -1.523 -0.001
H 3.775 -2.736 -1.750 0.000
H 2.541 -2.022 -2.789 0.000
H 3.842 1.570 -6.207 0.000
H 5.527 2.087 -6.319 0.000
H 4.606 2.473 -4.886 -0.001
C -1.634 -2.544 -3.795 0.002
C -1.934 -1.641 -2.570 0.023
C -0.637 -1.382 -1.775 0.013
C -0.172 -2.580 -0.961 0.001
C -1.293 -3.113 -0.078 0.013
C -2.590 -3.408 -0.859 0.024
N -3.005 -2.273 -1.738 0.326
O -3.535 -1.309 -0.943 0.590
C -2.404 -4.690 -1.706 0.001
C -3.693 -3.802 0.157 -0.001
C -2.385 -0.296 -3.197 -0.001
H -1.346 -1.957 -4.672 0.000
H -0.807 -3.235 -3.622 0.000
H -2.513 -3.123 -4.093 0.001
H -0.783 -0.540 -1.088 0.002
H 0.168 -1.080 -2.456 0.001
H 0.202 -3.370 -1.620 0.000
H 0.676 -2.284 -0.333 0.001
H -0.948 -4.016 0.435 0.001
H -1.493 -2.376 0.710 0.003
H -3.274 -4.870 -2.343 0.001
H -2.288 -5.568 -1.062 0.000
H -1.517 -4.675 -2.335 0.000
H -3.858 -3.035 0.917 -0.001
H -3.418 -4.714 0.695 0.000
H -4.644 -3.994 -0.350 0.000
H -3.309 -0.419 -3.772 0.000
H -1.620 0.088 -3.878 0.000
H -2.546 0.485 -2.450 -0.001